DFT (ωB97M-V/def2-TZVPD) results for a gas-phase ion, C11H8FO2 (charge -1) at a distorted geometry.

XYZ file:
```
22
Properties=species:S:1:pos:R:3:lowdin_charge:R:1
C 2.528 -0.001 0.382 -0.12
C 2.688 -1.315 0.006 -0.13
C 1.270 0.574 0.311 -0.10
C 1.576 -1.993 -0.484 -0.12
C 0.155 -0.109 -0.128 -0.24
C 0.305 -1.424 -0.512 0.11
C -5.105 0.430 0.197 -0.79
C -1.169 0.646 0.070 -0.13
C -3.547 -0.066 0.574 -0.07
C -2.405 -0.014 -0.528 -0.19
C -2.945 -1.201 0.018 -0.20
O -5.833 0.315 1.128 0.00
O -5.178 0.946 -0.867 0.02
F -3.454 -2.357 -0.491 0.04
H 3.341 0.720 0.776 0.12
H 3.572 -1.839 0.194 0.07
H 1.211 1.652 0.593 0.12
H 1.556 -3.086 -0.625 0.09
H -1.353 0.779 1.193 0.14
H -1.157 1.613 -0.300 0.09
H -3.584 0.479 1.565 0.15
H -2.503 0.329 -1.552 0.14
```

Relative energy (zero: lowest compared OMol25 entry of this formula, charge and spin) in kJ/mol: 352.7
Highest occupied orbital energy (spin up / spin down) in eV: -3.05 / -4.44
M in u: 191.2
E_LUMO (spin up / spin down) in hartree: 0.079 / 0.114
E in eV: -18344.17175
Orbital gap (spin up / spin down) in eV: 5.19 / 7.54
Total charge: -1



DFT (ωB97M-V/def2-TZVPD) results for C14H21O4P in the gas phase.

XYZ file:
```
40
Properties=species:S:1:pos:R:3:lowdin_charge:R:1
C 3.196 -2.365 1.448 -0.10
C 3.185 -2.796 -0.028 -0.25
C 1.809 -3.275 -0.524 -0.16
C 1.071 -2.219 -1.337 -0.16
O -0.328 -2.242 -0.989 0.00
C -0.949 -1.056 -1.129 -0.16
C -1.673 -0.497 -0.154 -0.15
O -1.865 -1.065 1.059 -0.02
C -0.874 -0.736 2.045 -0.22
C -1.393 0.289 3.030 -0.06
C -2.372 0.786 -0.475 -0.32
O -3.453 1.072 -0.025 0.12
C -1.645 1.692 -1.421 -0.31
P -1.812 3.506 -1.291 0.93
C -0.049 3.975 -1.498 -0.31
C -2.038 3.784 0.514 -0.28
C -0.932 1.118 -2.397 -0.01
C -0.895 -0.363 -2.464 -0.32
O -0.843 -0.990 -3.493 0.14
H 2.445 -2.913 2.016 0.07
H 2.960 -1.303 1.549 0.06
H 4.173 -2.524 1.900 0.07
H 3.520 -1.951 -0.635 0.10
H 3.924 -3.583 -0.182 0.10
H 1.951 -4.158 -1.150 0.11
H 1.186 -3.581 0.315 0.11
H 1.165 -2.392 -2.410 0.13
H 1.479 -1.226 -1.120 0.13
H -0.617 -1.666 2.554 0.12
H 0.035 -0.388 1.544 0.12
H -2.421 0.047 3.302 0.09
H -1.378 1.302 2.629 0.06
H -0.789 0.269 3.938 0.08
H 0.622 3.372 -0.885 0.05
H 0.226 3.857 -2.545 0.03
H 0.048 5.023 -1.218 0.04
H -1.095 4.052 0.993 0.04
H -2.419 2.892 1.006 0.01
H -2.767 4.576 0.671 0.03
H -0.386 1.679 -3.144 0.12
```

SMILES: CCCCOC1=C(OCC)C(=O)C(P(C)C)=CC1=O
Highest occupied orbital energy in eV: -8.61
M in u: 284.3
E_LUMO in hartree: -0.032
E in eV: -32335.03229
Orbital gap in eV: 7.73
Total charge: 0



DFT (ωB97M-V/def2-TZVPD) results for 3 unconnected molecules or ions with the total composition C34H57N7O7 at a distorted geometry.

XYZ file:
```
105
Properties=species:S:1:pos:R:3:lowdin_charge:R:1
H 0.407 -1.417 -6.933 0.05
N 0.801 -2.339 -7.123 0.10
C 1.839 -2.526 -6.436 -0.25
C 2.389 -1.524 -5.456 -0.12
C 2.013 -1.868 -4.029 -0.21
N 0.784 -1.602 -3.701 0.22
C 0.432 -1.888 -2.412 -0.14
C -0.900 -1.600 -2.012 -0.08
C -1.813 -0.969 -3.043 -0.15
O -1.303 0.220 -3.624 -0.13
C -1.269 1.306 -2.715 -0.18
C 0.163 1.586 -2.320 -0.20
O 0.187 2.621 -1.355 -0.15
C 1.518 2.988 -0.993 -0.25
C 1.626 3.152 0.529 -0.05
C -1.316 -1.925 -0.726 -0.09
C -2.745 -1.656 -0.304 -0.13
C -3.805 -2.616 -0.909 -0.39
C -4.989 -2.646 0.061 -0.07
C -3.235 -4.036 -1.041 -0.05
C -0.379 -2.516 0.191 -0.08
C -0.860 -2.873 1.584 -0.08
C -0.260 -1.990 2.681 -0.32
C -0.602 -0.416 2.664 0.01
O 0.713 -1.202 2.277 -0.08
C 0.947 -2.775 -0.176 -0.06
C 1.920 -3.357 0.831 -0.06
C 2.857 -4.545 0.421 -0.64
N 2.298 -5.352 -0.648 0.10
N 4.218 -4.099 0.149 0.09
N 2.979 -5.452 1.596 0.05
C 1.337 -2.450 -1.506 -0.13
N 2.618 -2.707 -1.895 0.21
C 2.948 -2.436 -3.125 -0.21
C 4.356 -2.781 -3.536 -0.12
C 5.340 -1.688 -3.216 -0.23
N 5.657 -1.482 -2.013 0.11
H 6.336 -0.729 -1.934 0.05
H 2.317 -3.494 -6.554 0.10
H 3.451 -1.337 -5.579 0.10
H 1.885 -0.583 -5.662 0.11
H -2.804 -0.757 -2.661 0.10
H -1.939 -1.680 -3.858 0.13
H -1.911 1.168 -1.843 0.12
H -1.643 2.180 -3.247 0.13
H 0.704 1.910 -3.213 0.13
H 0.642 0.686 -1.932 0.12
H 2.249 2.265 -1.349 0.11
H 1.712 3.953 -1.459 0.11
H 2.304 2.409 0.936 0.07
H 0.649 3.087 0.993 0.07
H 2.023 4.144 0.721 0.05
H -2.968 -0.661 -0.687 0.11
H -2.866 -1.575 0.760 0.06
H -4.142 -2.264 -1.879 0.12
H -5.794 -3.234 -0.373 0.07
H -5.348 -1.644 0.277 0.08
H -4.645 -3.107 0.983 0.08
H -4.050 -4.743 -1.172 0.08
H -2.559 -4.096 -1.888 0.08
H -2.664 -4.269 -0.147 0.07
H -0.541 -3.880 1.842 0.12
H -1.933 -2.826 1.710 0.11
H -0.226 -2.424 3.668 0.14
H -0.262 0.435 2.066 0.12
H -1.402 -0.644 1.920 0.04
H 2.531 -2.527 1.184 0.12
H 1.396 -3.701 1.706 0.08
H 2.921 -5.408 -1.440 0.06
H 2.166 -6.299 -0.325 0.07
H 4.438 -4.192 -0.828 0.03
H 4.323 -3.116 0.352 0.06
H 2.097 -5.931 1.754 0.06
H 3.191 -4.892 2.412 0.07
H 4.650 -3.685 -3.015 0.11
H 4.406 -3.007 -4.597 0.10
H 5.798 -1.109 -4.018 0.11
C 0.142 8.416 2.465 -0.06
C 1.219 7.506 3.019 -0.24
O 1.942 6.842 1.980 -0.01
C 3.002 7.382 1.348 -0.53
C 3.295 8.855 1.518 0.01
O 3.647 6.690 0.613 0.11
H 0.565 9.220 1.864 0.07
H -0.435 8.860 3.277 0.08
H -0.533 7.850 1.823 0.08
H 1.901 8.032 3.689 0.11
H 0.763 6.707 3.600 0.12
H 2.798 9.405 0.720 0.10
H 4.368 8.998 1.428 0.09
H 2.990 9.262 2.479 0.07
C -6.336 1.500 5.370 -0.06
C -5.243 0.469 5.559 -0.23
O -4.831 -0.106 4.315 0.01
C -3.898 0.449 3.526 -0.51
C -3.439 1.862 3.782 0.02
O -3.492 -0.181 2.586 0.09
H -5.991 2.346 4.774 0.07
H -6.675 1.875 6.335 0.08
H -7.184 1.058 4.847 0.08
H -4.386 0.867 6.102 0.11
H -5.623 -0.367 6.143 0.12
H -4.047 2.542 3.186 0.10
H -2.402 1.939 3.464 0.08
H -3.483 2.161 4.827 0.07
```

SMILES: [H]/N=C\Cc1nc2c(COCCOCC)c(CC(C)C)c(C[C@@H]3CO3)c(CC(N)(N)N)c2nc1C/C=N/[H].CCOC(C)=O.CCOC(C)=O
Highest occupied orbital energy in eV: -8.18
M in u: 675.9
E_LUMO in hartree: 0.000
E in eV: -60939.59276
Orbital gap in eV: 8.18
Total charge: 0



DFT (ωB97M-V/def2-TZVPD) results for C6H10 in the gas phase.

XYZ file:
```
16
Properties=species:S:1:pos:R:3:lowdin_charge:R:1
C 0.538 1.158 -0.916 -0.26
C 1.375 0.309 0.049 -0.20
C 0.623 -1.004 0.273 -0.23
C -0.735 -0.774 0.927 -0.20
C -1.528 0.011 -0.131 -0.26
C -0.802 0.654 -1.263 0.04
H 0.187 2.107 -0.457 0.14
H 1.101 1.469 -1.802 0.10
H 2.342 0.111 -0.419 0.10
H 1.577 0.835 0.990 0.11
H 1.240 -1.746 0.778 0.11
H -1.240 -1.727 1.118 0.11
H -0.658 -0.258 1.895 0.11
H -2.099 0.851 0.295 0.13
H -2.295 -0.598 -0.609 0.09
H 0.372 -1.400 -0.727 0.12
```

Relative energy (zero: lowest compared OMol25 entry of this formula, charge and spin) in kJ/mol: 320.8
Highest occupied orbital energy in eV: -7.81
M in u: 82.1
E_LUMO in hartree: 0.016
E in eV: -6380.53513
Orbital gap in eV: 8.26
Total charge: 0



DFT (ωB97M-V/def2-TZVPD) results for 5 unconnected molecules or ions with the total composition C35H73FIN2O21P4 at a distorted geometry.

XYZ file:
```
137
Properties=species:S:1:pos:R:3:lowdin_charge:R:1
C -3.031 -2.414 -2.058 0.01
C -3.643 -0.989 -2.139 -0.28
F -2.925 -0.206 -1.259 0.01
C -3.567 -0.514 -3.618 -0.11
N -2.950 0.759 -4.003 0.03
C -2.106 1.719 -3.273 -0.09
C -0.605 1.363 -3.486 -0.78
O 0.013 0.688 -2.748 0.06
I 0.395 2.119 -5.263 0.87
C -3.201 0.979 -5.246 0.10
C -4.114 -0.154 -5.853 -0.20
O -4.917 0.585 -6.759 0.01
C -4.854 -0.607 -4.520 -0.31
C -5.980 0.426 -4.246 0.02
C -7.345 0.163 -4.928 -0.49
O -8.290 0.760 -4.514 0.15
O -7.532 -0.695 -5.957 0.13
N -5.206 -2.000 -4.816 0.18
C -5.879 -2.539 -3.924 -0.28
O -6.612 -2.829 -3.084 0.26
H -2.021 -2.366 -2.502 0.10
H -3.006 -2.715 -1.004 0.10
H -3.605 -3.148 -2.644 0.08
H -4.700 -1.020 -1.824 0.15
H -2.917 -1.271 -4.105 0.16
H -2.269 2.707 -3.733 0.13
H -2.371 1.843 -2.213 0.12
H -2.808 1.868 -5.753 0.14
H -3.442 -0.902 -6.307 0.18
H -4.449 0.684 -7.598 0.13
H -5.686 1.453 -4.511 0.14
H -6.190 0.454 -3.162 0.15
H -6.704 -0.910 -6.410 0.10
O -4.163 3.656 1.282 -0.24
P -4.056 3.166 2.701 0.63
O -3.100 4.351 3.342 -0.21
C -3.403 5.729 3.145 -0.29
C -4.247 6.277 4.281 -0.08
O -2.951 1.967 2.522 -0.25
C -2.787 1.311 1.273 -0.29
C -1.594 1.895 0.534 -0.06
O -4.343 2.553 4.226 -0.19
C -5.500 2.960 4.963 -0.28
C -6.744 3.075 4.108 -0.09
H -3.901 5.897 2.188 0.10
H -2.449 6.260 3.114 0.12
H -5.257 5.858 4.248 0.06
H -4.333 7.362 4.212 0.08
H -3.811 6.018 5.246 0.08
H -3.698 1.365 0.676 0.09
H -2.603 0.255 1.481 0.12
H -1.687 2.978 0.428 0.08
H -1.492 1.451 -0.456 0.03
H -0.677 1.711 1.095 0.09
H -5.288 3.898 5.482 0.10
H -5.661 2.204 5.733 0.12
H -6.641 3.876 3.365 0.07
H -7.613 3.301 4.725 0.09
H -6.927 2.145 3.567 0.09
O -5.530 -7.240 -7.892 -0.23
P -4.146 -6.819 -7.498 0.60
O -3.374 -8.248 -7.240 -0.20
C -3.448 -9.304 -8.195 -0.28
C -2.287 -9.247 -9.170 -0.08
O -4.413 -6.349 -5.947 -0.22
C -5.717 -5.983 -5.508 -0.30
C -6.373 -7.140 -4.783 -0.07
O -2.732 -5.931 -7.430 -0.19
C -2.024 -5.623 -8.634 -0.29
C -2.933 -5.246 -9.786 -0.09
H -4.397 -9.290 -8.734 0.11
H -3.406 -10.239 -7.635 0.12
H -2.384 -8.385 -9.837 0.06
H -2.255 -10.146 -9.788 0.08
H -1.339 -9.150 -8.639 0.08
H -6.329 -5.633 -6.340 0.11
H -5.601 -5.141 -4.816 0.09
H -6.386 -8.036 -5.402 0.08
H -7.398 -6.891 -4.502 0.08
H -5.811 -7.386 -3.880 0.08
H -1.377 -6.462 -8.900 0.11
H -1.368 -4.781 -8.403 0.12
H -3.559 -6.092 -10.090 0.07
H -2.347 -4.936 -10.651 0.09
H -3.600 -4.429 -9.501 0.08
O 2.020 0.862 3.802 -0.24
P 2.294 0.322 5.177 0.60
O 2.157 -1.310 4.963 -0.20
C 2.825 -1.962 3.891 -0.30
C 4.186 -2.479 4.320 -0.08
O 0.870 0.644 5.915 -0.21
C -0.006 1.659 5.420 -0.28
C -1.110 1.049 4.583 -0.07
O 2.947 0.160 6.703 -0.18
C 4.366 0.144 6.879 -0.28
C 5.090 1.147 6.007 -0.09
H 2.925 -1.307 3.023 0.10
H 2.195 -2.804 3.593 0.12
H 4.877 -1.649 4.493 0.06
H 4.618 -3.121 3.550 0.08
H 4.109 -3.045 5.249 0.08
H 0.546 2.414 4.859 0.10
H -0.441 2.159 6.288 0.12
H -0.707 0.431 3.778 0.08
H -1.738 1.821 4.150 0.05
H -1.731 0.396 5.200 0.09
H 4.743 -0.869 6.713 0.10
H 4.553 0.380 7.928 0.12
H 4.981 0.900 4.943 0.07
H 6.155 1.159 6.240 0.08
H 4.686 2.151 6.153 0.08
O 9.319 2.796 4.046 -0.24
P 10.161 3.977 4.436 0.60
O 10.612 3.615 5.980 -0.20
C 11.147 2.336 6.304 -0.29
C 12.663 2.335 6.226 -0.08
O 8.995 5.091 4.725 -0.21
C 7.697 4.961 4.153 -0.29
C 6.736 4.367 5.163 -0.08
O 11.228 5.253 4.322 -0.18
C 12.528 5.055 3.760 -0.28
C 12.525 4.149 2.546 -0.09
H 10.734 1.555 5.662 0.10
H 10.836 2.115 7.327 0.12
H 12.996 2.419 5.188 0.06
H 13.072 1.410 6.636 0.08
H 13.079 3.180 6.777 0.08
H 7.726 4.370 3.237 0.10
H 7.363 5.964 3.877 0.12
H 7.107 3.421 5.557 0.06
H 5.755 4.199 4.712 0.08
H 6.621 5.039 6.015 0.08
H 13.204 4.679 4.532 0.10
H 12.896 6.040 3.472 0.12
H 12.225 3.129 2.814 0.07
H 13.520 4.100 2.103 0.09
H 11.822 4.513 1.794 0.09
```

Highest occupied orbital energy in eV: -10.98
M in u: 1127.8
E_LUMO in hartree: -0.176
E in eV: -131423.85879
Orbital gap in eV: 6.20
Total charge: +1



DFT (ωB97M-V/def2-TZVPD) results for a molecular structure, C17H29KNO10 at a distorted geometry.

XYZ file:
```
58
Properties=species:S:1:pos:R:3:lowdin_charge:R:1
K -11.344 -14.606 -15.256 0.81
C -8.681 -13.159 -19.231 -0.03
C -8.363 -13.787 -20.476 -0.38
C -8.652 -15.353 -20.651 -0.38
O -8.516 -15.795 -21.794 -0.02
C -9.292 -16.043 -19.585 -0.03
C -9.577 -15.352 -18.408 -0.39
C -9.267 -13.883 -18.195 -0.40
O -9.541 -13.233 -17.116 -0.18
O -10.150 -16.050 -17.476 -0.19
O -7.915 -13.245 -21.482 -0.01
H -8.328 -12.143 -19.111 0.09
H -9.654 -17.048 -19.738 0.09
C -16.949 -14.462 -12.776 -0.06
C -15.935 -14.842 -13.863 -0.22
O -16.157 -14.002 -14.973 0.05
C -15.160 -13.760 -15.807 -0.60
O -13.991 -13.944 -15.602 0.05
O -15.682 -13.369 -16.968 0.01
C -14.732 -13.149 -18.027 0.00
H -16.837 -13.424 -12.474 0.07
H -16.999 -15.156 -11.944 0.08
H -17.883 -14.556 -13.342 0.08
H -16.093 -15.897 -14.100 0.13
H -14.911 -14.798 -13.487 0.11
H -13.974 -13.932 -18.000 0.10
H -14.222 -12.200 -17.868 0.10
H -15.290 -13.166 -18.954 0.10
C -13.284 -9.783 -14.868 -0.10
O -12.303 -9.951 -13.880 -0.18
C -10.983 -9.736 -14.299 -0.23
C -10.050 -10.637 -13.494 -0.23
N -10.009 -12.010 -13.925 -0.06
C -9.134 -12.716 -12.952 -0.20
C -8.494 -14.030 -13.379 -0.22
O -9.360 -15.141 -13.164 -0.23
C -8.686 -16.317 -13.579 -0.11
H -13.092 -8.897 -15.479 0.09
H -14.245 -9.669 -14.361 0.09
H -13.419 -10.649 -15.527 0.08
H -10.598 -8.708 -14.250 0.12
H -10.852 -9.935 -15.373 0.13
H -10.407 -10.475 -12.471 0.13
H -9.054 -10.167 -13.520 0.12
H -9.527 -12.194 -14.809 0.10
H -9.620 -12.785 -11.974 0.12
H -8.270 -12.065 -12.728 0.11
H -7.540 -14.077 -12.849 0.12
H -8.263 -13.982 -14.451 0.13
H -7.814 -16.491 -12.942 0.09
H -8.371 -16.309 -14.625 0.10
H -9.344 -17.178 -13.465 0.09
C -13.145 -13.117 -11.714 -0.14
O -12.269 -13.349 -12.809 -0.19
H -12.584 -12.772 -10.840 0.08
H -13.903 -12.380 -12.004 0.08
H -13.667 -14.054 -11.515 0.07
H -11.836 -12.517 -13.058 0.03
```

Relative energy (zero: lowest compared OMol25 entry of this formula, charge and spin) in kJ/mol: 26.1
Highest occupied orbital energy in eV: -2.82
M in u: 446.5
E_LUMO in hartree: 0.062
E in eV: -56389.31266
Orbital gap in eV: 4.50
Total charge: -1



Repeat the second record exactly.
DFT (ωB97M-V/def2-TZVPD) results for C14H21O4P in the gas phase.

XYZ file:
```
40
Properties=species:S:1:pos:R:3:lowdin_charge:R:1
C 3.196 -2.365 1.448 -0.10
C 3.185 -2.796 -0.028 -0.25
C 1.809 -3.275 -0.524 -0.16
C 1.071 -2.219 -1.337 -0.16
O -0.328 -2.242 -0.989 0.00
C -0.949 -1.056 -1.129 -0.16
C -1.673 -0.497 -0.154 -0.15
O -1.865 -1.065 1.059 -0.02
C -0.874 -0.736 2.045 -0.22
C -1.393 0.289 3.030 -0.06
C -2.372 0.786 -0.475 -0.32
O -3.453 1.072 -0.025 0.12
C -1.645 1.692 -1.421 -0.31
P -1.812 3.506 -1.291 0.93
C -0.049 3.975 -1.498 -0.31
C -2.038 3.784 0.514 -0.28
C -0.932 1.118 -2.397 -0.01
C -0.895 -0.363 -2.464 -0.32
O -0.843 -0.990 -3.493 0.14
H 2.445 -2.913 2.016 0.07
H 2.960 -1.303 1.549 0.06
H 4.173 -2.524 1.900 0.07
H 3.520 -1.951 -0.635 0.10
H 3.924 -3.583 -0.182 0.10
H 1.951 -4.158 -1.150 0.11
H 1.186 -3.581 0.315 0.11
H 1.165 -2.392 -2.410 0.13
H 1.479 -1.226 -1.120 0.13
H -0.617 -1.666 2.554 0.12
H 0.035 -0.388 1.544 0.12
H -2.421 0.047 3.302 0.09
H -1.378 1.302 2.629 0.06
H -0.789 0.269 3.938 0.08
H 0.622 3.372 -0.885 0.05
H 0.226 3.857 -2.545 0.03
H 0.048 5.023 -1.218 0.04
H -1.095 4.052 0.993 0.04
H -2.419 2.892 1.006 0.01
H -2.767 4.576 0.671 0.03
H -0.386 1.679 -3.144 0.12
```

SMILES: CCCCOC1=C(OCC)C(=O)C(P(C)C)=CC1=O
Highest occupied orbital energy in eV: -8.61
M in u: 284.3
E_LUMO in hartree: -0.032
E in eV: -32335.03229
Orbital gap in eV: 7.73
Total charge: 0



Among the records above, which one has the highest total charge?
C35H73FIN2O21P4



Among the records above, which one has the highest M?
C35H73FIN2O21P4